DFT (ωB97M-V/def2-TZVPD) results for a structure of composition C22H16IrN3S4Sb.

The energy above the lowest of the compared OMol25 structures with the same formula, charge and spin comes out at 570.0 kJ/mol. As for the LUMO energy (alpha / beta): -0.63 / -1.11 eV. The calculated total energy comes out at -80259.5582 eV. The gap between HOMO and LUMO (alpha / beta) comes out at 6.0 / 5.5 eV. The max |F| is 0.93 eV Å⁻¹.

The geometry in ORCA input format:
```
! RIJCOSX wB97M-V def2-TZVPD def2/J DEFGRID3
* xyz 0 2
C 4.395 -2.060 -0.593
S 0.351 -2.505 -1.233
C 3.355 -4.066 0.350
C -0.018 3.158 -0.097
S -0.442 -4.677 0.700
C -1.730 -3.452 0.717
N 0.473 1.030 0.974
C -0.716 4.495 -2.375
H -4.645 -1.019 1.387
C 0.295 2.463 1.088
C -0.589 3.090 -2.331
H -0.584 6.309 -1.256
S -0.031 -0.078 -3.273
N -0.243 2.432 -1.247
H -0.994 4.961 -3.310
H 3.094 -0.659 -1.653
C 0.348 4.541 2.307
N -0.397 -1.533 -0.131
C -2.938 -3.922 1.231
H -4.926 -3.446 1.859
C 2.143 -3.594 -0.143
C -0.143 4.558 -0.057
H -2.529 -0.193 0.400
C 2.096 -2.378 -0.835
H 0.060 0.494 1.732
H 5.434 -3.590 0.477
C 3.181 -1.584 -1.098
H -0.756 2.474 -3.207
H 0.720 2.583 3.161
C 0.053 5.235 1.170
S -2.590 -2.674 -2.268
C -3.992 -3.064 1.472
C -2.650 -1.237 0.669
H 5.301 -1.490 -0.754
C -0.491 5.230 -1.255
C -1.578 -2.091 0.383
H 0.487 5.060 3.245
C 0.478 3.136 2.261
H 1.469 0.819 0.963
C -3.831 -1.710 1.203
C 0.747 -3.942 -0.241
Ir -0.164 0.415 -0.953
C 4.468 -3.265 0.110
H -0.047 6.313 1.193
H -3.036 -4.979 1.452
H 3.438 -4.996 0.897
Sb -2.325 -0.593 -3.091
*
```

***

DFT (ωB97M-V/def2-TZVPD) results for a structure of composition C22H16N3O6S3W.

As for the LUMO energy (alpha / beta): -4.57 / -4.58 eV. The calculated total energy comes out at -74157.8171 eV. The gap between HOMO and LUMO (alpha / beta) comes out at 6.6 / 6.6 eV. The max |F| is 0.53 eV Å⁻¹.

The geometry in ORCA input format:
```
! RIJCOSX wB97M-V def2-TZVPD def2/J DEFGRID3
* xyz 1 1
H -4.588 -2.393 1.154
C 4.597 1.842 -0.797
C -2.186 -1.453 0.042
C 0.339 -1.941 -3.282
H -1.451 4.223 2.547
H -2.096 -3.179 -2.873
H 4.363 2.788 1.144
C 4.971 2.616 0.269
O -0.215 0.379 4.831
C -3.894 -3.057 -0.794
O -1.196 2.073 0.321
C -1.917 3.291 2.233
C -0.279 -0.933 -1.162
C -5.880 -4.476 -1.087
C -0.592 -1.805 -2.192
C -1.851 3.196 0.719
C -1.815 -2.498 -2.078
C 6.822 2.846 -1.088
C 3.341 1.106 -0.976
N -1.230 2.130 2.820
O -2.306 3.986 -0.038
H -2.962 3.321 2.537
O 1.064 0.436 2.712
C 0.949 -0.224 -1.163
C -4.747 -2.999 0.276
C 6.254 3.196 0.100
N -1.066 -0.761 -0.068
H 0.090 -2.604 -4.099
O 0.963 -1.647 4.075
C 1.859 -0.389 -2.194
C 1.511 -1.265 -3.283
O -0.897 -0.704 2.713
C 2.354 1.168 0.039
H -6.620 -5.153 -1.480
H -6.692 -3.899 0.824
H -0.452 2.392 3.421
S 0.269 -0.452 3.774
H 6.723 3.851 0.817
H 2.516 1.717 0.956
S 5.839 1.777 -1.977
W -0.393 0.685 1.367
C -5.893 -3.817 0.104
N 1.194 0.544 -0.069
H 3.800 0.227 -2.877
C -2.628 -2.338 -0.973
S -4.465 -4.156 -1.979
C 3.071 0.323 -2.081
H 7.781 3.145 -1.479
H 2.208 -1.381 -4.101
H -2.741 -1.319 0.959
H -1.827 1.584 3.437
*
```